1.
{"formula": "C25H75Br2InNO14", "method": "ωB97M-V/def2-TZVPD", "total_charge": -1, "elements": ["In", "Br", "Br", "O", "O", "O", "O", "O", "O", "O", "O", "O", "O", "O", "O", "O", "O", "N", "C", "C", "C", "C", "C", "C", "C", "C", "C", "C", "C", "C", "C", "C", "C", "C", "C", "C", "C", "C", "C", "C", "C", "C", "C", "H", "H", "H", "H", "H", "H", "H", "H", "H", "H", "H", "H", "H", "H", "H", "H", "H", "H", "H", "H", "H", "H", "H", "H", "H", "H", "H", "H", "H", "H", "H", "H", "H", "H", "H", "H", "H", "H", "H", "H", "H", "H", "H", "H", "H", "H", "H", "H", "H", "H", "H", "H", "H", "H", "H", "H", "H", "H", "H", "H", "H", "H", "H", "H", "H", "H", "H", "H", "H", "H", "H", "H", "H", "H", "H"], "xyz": [[1.197, 2.389, 2.151], [0.433, 1.366, -2.792], [2.368, 0.171, -0.212], [5.528, 0.736, -1.943], [-10.703, -4.198, -0.811], [6.449, 2.571, -3.109], [-2.831, -1.163, -2.223], [9.815, 1.478, -0.135], [-8.246, 0.034, 2.887], [4.683, -3.445, -3.054], [6.291, -3.308, -5.291], [-6.099, 4.662, 1.528], [-5.218, 1.986, 3.211], [0.492, -2.083, -3.901], [-1.899, 2.941, 2.408], [7.466, 2.360, 1.595], [-10.581, -4.832, 2.080], [2.450, 1.159, 3.351], [7.576, 3.430, -3.008], [10.605, 1.612, -1.309], [-7.360, 1.127, 2.800], [-5.906, 0.770, 3.003], [5.649, -1.668, 2.913], [-0.832, 2.215, 3.062], [-0.508, -1.885, -4.886], [5.061, 0.004, -3.075], [4.184, -4.237, -1.984], [5.005, -0.349, 2.498], [4.889, 0.629, 3.658], [-3.018, 2.151, 2.174], [-3.817, 1.807, 3.431], [1.332, 1.847, -0.059], [3.803, 1.685, 3.534], [-3.168, -0.923, -0.867], [-6.421, 4.151, 0.247], [-9.150, -1.879, 1.790], [0.055, 1.675, -0.793], [-0.845, 2.902, -0.708], [7.360, -3.010, -6.175], [-7.905, -1.071, 2.069], [6.641, 2.803, 0.521], [-10.910, -5.615, 3.217], [-10.144, -3.873, -2.078], [-9.165, -3.398, -1.974], [7.217, 3.429, -0.165], [8.137, 1.792, 1.206], [-2.037, -0.656, -2.423], [-0.737, 2.605, 4.073], [-5.509, 0.289, 2.105], [10.153, 2.092, 0.525], [5.153, -2.048, 3.803], [0.602, -1.249, -3.429], [6.698, -1.519, 3.160], [-7.481, 1.645, 1.847], [4.773, 0.844, -1.352], [6.512, -2.978, -4.413], [3.814, 2.252, 4.469], [-1.848, 2.603, -0.431], [-5.534, 4.052, -0.386], [-0.482, 3.598, 0.039], [6.541, 1.841, -2.483], [4.032, -0.568, 2.067], [5.837, 3.399, 0.949], [-3.641, 0.767, 3.694], [7.529, -1.932, -6.247], [-1.092, 1.160, 3.170], [3.214, -4.675, -2.234], [-7.637, 1.817, 3.591], [-10.022, -4.805, -2.624], [-3.389, 0.132, -0.695], [-10.803, -3.215, -2.650], [-0.446, 0.757, -0.518], [-10.657, -5.029, 4.098], [10.518, 2.618, -1.726], [-5.787, 0.108, 3.862], [-7.179, -1.696, 2.592], [-3.667, 2.697, 1.488], [-7.475, -0.732, 1.125], [4.777, 0.079, 4.593], [-1.472, -1.619, -4.441], [1.804, 4.053, 2.280], [7.417, 4.249, -3.706], [-8.970, -2.518, 0.928], [5.913, -0.143, -3.739], [5.605, 0.094, 1.709], [-3.499, 2.443, 4.250], [7.670, 3.843, -2.001], [-6.918, 3.178, 0.311], [-7.103, 4.857, -0.222], [8.504, 2.915, -3.275], [4.058, -3.581, -1.127], [4.881, -5.037, -1.716], [-10.795, -5.334, 1.286], [7.081, -3.383, -7.158], [-11.977, -5.852, 3.250], [2.499, 0.220, 2.978], [6.222, 1.966, -0.036], [-10.339, -6.547, 3.243], [-9.960, -1.202, 1.531], [-4.061, -1.506, -0.649], [-0.913, 3.420, -1.656], [1.923, 2.596, -0.575], [4.102, 2.406, 2.765], [5.554, -2.430, 2.144], [-2.709, 1.238, 1.663], [-5.506, 4.030, 1.953], [10.219, 0.896, -2.030], [-0.625, -2.827, -5.420], [4.788, -4.007, -3.828], [8.289, -3.498, -5.866], [-0.221, -1.110, -5.604], [-2.370, -1.239, -0.188], [-10.812, -3.385, -0.309], [4.672, -0.972, -2.785], [4.288, 0.558, -3.612], [5.841, 1.158, 3.733], [11.657, 1.392, -1.113], [-9.428, -2.519, 2.616]], "mulliken_charge": [1.120, -0.287, -0.228, -0.429, -0.437, -0.430, -0.554, -0.481, -0.387, -0.388, -0.449, -0.539, -0.303, -0.396, -0.485, -0.544, -0.381, -0.519, -0.504, -0.616, -0.450, -0.274, -1.624, -1.055, -0.404, -0.535, -0.574, 1.057, -0.807, -0.101, -0.528, -1.045, -0.210, -0.489, -0.397, -1.101, 0.194, -0.996, -0.607, -0.155, 0.156, -0.599, -0.590, 0.264, 0.113, 0.321, 0.257, 0.319, 0.247, 0.288, 0.394, 0.175, 0.341, 0.217, 0.023, 0.303, 0.204, 0.021, 0.216, 0.318, 0.371, -0.215, 0.262, 0.340, 0.255, 0.320, 0.287, 0.336, 0.215, 0.195, 0.274, 0.332, 0.204, 0.242, 0.296, 0.212, 0.182, 0.301, 0.378, 0.108, -0.418, 0.300, 0.273, 0.194, -0.146, 0.332, 0.196, 0.118, 0.272, 0.153, 0.130, 0.292, 0.270, 0.214, 0.263, 0.197, -0.224, 0.275, 0.338, 0.303, 0.470, 0.563, 0.008, 0.327, 0.327, 0.311, 0.218, 0.230, 0.298, 0.268, 0.257, 0.271, 0.281, 0.204, 0.317, 0.238, 0.306, 0.230]}

2.
{"formula": "C26H104N52O26", "method": "ωB97M-V/def2-TZVPD", "de_lowest_kcal_mol": 392.8, "elements": ["O", "O", "O", "O", "O", "O", "O", "O", "O", "O", "O", "O", "O", "O", "O", "O", "O", "O", "O", "O", "O", "O", "O", "O", "O", "O", "N", "N", "N", "N", "N", "N", "N", "N", "N", "N", "N", "N", "N", "N", "N", "N", "N", "N", "N", "N", "N", "N", "N", "N", "N", "N", "N", "N", "N", "N", "N", "N", "N", "N", "N", "N", "N", "N", "N", "N", "N", "N", "N", "N", "N", "N", "N", "N", "N", "N", "N", "N", "C", "C", "C", "C", "C", "C", "C", "C", "C", "C", "C", "C", "C", "C", "C", "C", "C", "C", "C", "C", "C", "C", "C", "C", "C", "C", "H", "H", "H", "H", "H", "H", "H", "H", "H", "H", "H", "H", "H", "H", "H", "H", "H", "H", "H", "H", "H", "H", "H", "H", "H", "H", "H", "H", "H", "H", "H", "H", "H", "H", "H", "H", "H", "H", "H", "H", "H", "H", "H", "H", "H", "H", "H", "H", "H", "H", "H", "H", "H", "H", "H", "H", "H", "H", "H", "H", "H", "H", "H", "H", "H", "H", "H", "H", "H", "H", "H", "H", "H", "H", "H", "H", "H", "H", "H", "H", "H", "H", "H", "H", "H", "H", "H", "H", "H", "H", "H", "H", "H", "H", "H", "H", "H", "H", "H", "H", "H", "H", "H", "H"], "xyz": [[2.622, 1.348, -6.212], [-2.952, 1.640, 5.822], [2.617, 2.408, 3.794], [1.223, -3.037, -5.606], [5.987, 1.463, -0.425], [5.990, -0.312, -4.203], [-0.832, 4.585, 7.184], [-4.918, -4.030, 0.819], [-0.253, 7.070, 2.556], [-0.425, -3.535, -3.106], [1.328, 6.055, -3.932], [-4.052, -2.801, -6.201], [-0.147, -5.490, 0.878], [5.910, -4.536, -1.978], [-3.682, 2.291, -1.068], [0.802, 2.957, 0.097], [3.479, -1.531, -0.395], [0.812, 0.775, -2.786], [3.694, -3.534, 4.556], [-3.419, 6.786, -2.787], [-1.808, -5.742, 8.078], [-1.003, -1.595, 1.483], [-5.387, -5.114, 5.849], [-1.991, 4.166, 1.384], [-0.876, -2.627, 4.635], [-1.339, 1.949, -5.225], [-2.861, 6.033, 2.228], [1.047, 5.275, 1.975], [-2.998, 0.812, -6.214], [-0.351, -1.031, -0.566], [-3.530, 3.244, 4.475], [2.514, 2.272, -1.138], [-4.864, 2.610, 5.973], [1.571, -1.312, -3.259], [1.057, 0.815, 4.162], [2.830, 2.915, 0.859], [-0.298, 0.390, 1.099], [0.864, -3.981, -1.422], [-4.986, -2.437, -0.761], [0.101, -0.431, -4.555], [-1.406, 2.271, -1.464], [1.016, 4.811, 6.001], [1.592, 3.243, -5.739], [-6.014, -6.548, 4.245], [1.860, 7.224, 2.224], [4.035, -3.321, 0.786], [4.221, 0.434, -3.313], [-2.789, 1.319, -2.767], [2.678, 3.109, -7.587], [0.198, -5.570, -2.694], [1.958, -2.327, 5.184], [4.262, -3.097, -2.573], [-4.127, 4.253, 1.856], [7.147, 1.178, 1.437], [-0.558, -4.285, 7.063], [3.034, 0.211, 3.729], [-2.228, -5.357, -0.039], [-1.827, -4.470, 1.984], [-1.995, 2.245, -7.302], [-1.926, -1.230, 5.990], [1.985, 5.603, -1.783], [-4.669, -1.911, 1.331], [2.299, -2.290, 1.404], [-2.597, -3.510, -4.738], [-3.264, -1.496, -4.488], [2.660, -4.029, -7.061], [2.462, 7.489, -2.733], [4.014, -0.609, -5.219], [-2.088, 5.718, -1.265], [-0.764, 4.295, 4.999], [5.200, 0.290, 1.347], [4.959, -4.459, -3.936], [-4.237, 5.265, -1.490], [1.635, -4.068, 3.932], [-2.414, -4.850, 6.132], [-2.300, -1.029, 3.941], [-5.099, -4.733, 3.639], [2.406, -4.728, -5.059], [-2.019, 1.646, -6.173], [-1.647, -1.729, 4.827], [6.129, 0.967, 0.672], [0.776, 6.590, 2.306], [2.496, -3.407, 4.602], [0.901, -0.190, -3.537], [3.291, -2.252, 0.554], [-3.775, 2.394, 5.372], [2.238, 2.444, -6.542], [-3.229, 6.019, -1.876], [1.950, 2.749, -0.070], [-2.907, 4.786, 1.834], [-1.613, -5.028, 7.154], [0.160, -4.346, -2.430], [-4.827, -2.877, 0.480], [2.021, -3.867, -5.889], [1.815, 6.369, -2.852], [-0.656, -0.758, 0.673], [5.160, -4.014, -2.792], [-0.242, 4.548, 6.180], [2.289, 1.189, 3.911], [-2.662, 2.029, -1.715], [-3.339, -2.591, -5.224], [-1.357, -5.162, 0.958], [-5.489, -5.483, 4.663], [4.800, -0.201, -4.242], [-2.754, -4.078, 1.898], [-1.261, 6.272, -1.436], [-3.491, 0.673, -7.084], [-0.082, 1.223, 0.570], [4.144, -2.630, -1.685], [1.580, -1.637, 1.126], [-1.857, -5.870, -0.826], [-0.208, 4.292, 4.156], [-0.115, -5.744, -3.638], [-2.633, -1.605, -3.707], [-2.650, -4.378, -5.251], [3.220, 7.569, -2.070], [-3.950, 4.575, -0.810], [-5.128, -5.122, 2.707], [4.033, -3.740, 1.705], [-2.201, -1.340, 2.985], [1.271, 4.169, -5.984], [-1.624, 3.184, -7.304], [-2.558, 1.856, -8.046], [-5.274, -3.182, -1.380], [-2.126, -3.402, -3.852], [3.482, 2.234, -1.421], [4.074, -4.151, -4.314], [5.261, -0.096, 2.279], [-2.222, -4.370, 5.264], [-5.070, 2.230, 6.886], [-2.109, 5.097, -0.469], [-1.735, 4.020, 5.042], [-0.389, -2.012, -0.801], [1.660, 4.649, -1.718], [-0.629, 0.234, -4.768], [4.159, -2.609, -3.451], [3.437, 2.694, -8.110], [0.452, 4.485, 1.772], [1.313, -2.122, -3.805], [2.812, 6.888, 2.197], [-5.377, 3.433, 5.692], [-4.872, -1.514, -1.154], [-6.410, -7.131, 4.968], [-1.921, 6.363, 2.066], [1.827, 8.232, 2.281], [-5.150, 5.532, -1.827], [1.103, -4.605, -0.665], [2.055, -4.856, 3.460], [-3.029, 2.884, 3.675], [3.149, -0.198, -5.541], [0.866, -6.131, -2.184], [-3.168, -5.015, 0.097], [2.689, 3.080, 1.846], [4.833, -3.512, 0.197], [1.764, 1.947, -1.731], [-1.984, 1.360, -3.376], [-0.032, -0.321, -1.210], [-3.273, -5.383, 6.137], [-4.292, 3.444, 1.274], [2.798, -0.765, 3.838], [0.948, -0.129, 4.504], [3.482, -4.616, -7.054], [1.306, 2.787, -4.884], [-3.318, 0.285, -5.413], [4.027, 0.393, 3.779], [2.302, -3.034, 2.088], [2.385, 4.034, -7.867], [-4.695, -0.949, 1.023], [-0.726, 2.213, -2.208], [-1.400, -1.736, 6.687], [3.235, 0.277, -3.156], [-0.487, -3.642, 6.287], [-4.584, -3.904, 3.900], [-0.468, 0.544, 2.083], [2.007, -1.416, -2.354], [4.792, 0.840, -2.585], [-4.111, -0.970, -4.330], [-1.122, 2.764, -0.629], [0.078, -1.406, -4.815], [2.652, -5.603, -5.498], [7.817, 1.934, 1.417], [-4.946, 4.811, 2.052], [4.549, -1.013, -5.975], [-2.851, -0.251, 4.273], [-4.628, -2.162, 2.309], [-3.697, 1.041, -3.109], [2.424, 8.076, -3.554], [4.523, 0.031, 0.643], [1.486, 5.074, 6.855], [2.245, -3.625, -7.889], [2.564, -1.954, 5.900], [5.134, -5.441, -4.097], [1.054, -2.994, -1.319], [0.992, -2.190, 5.445], [3.815, 2.801, 0.667], [1.406, 4.648, 5.084], [0.655, -3.853, 4.048], [-4.085, 4.079, 4.356], [1.912, -4.656, -4.181], [-3.445, 6.405, 2.964], [-1.083, -4.084, 2.547], [7.022, 0.605, 2.259], [0.570, 1.555, 4.647], [-5.973, -6.799, 3.267], [-2.162, -0.252, 6.083], [2.021, 5.127, 1.753], [2.744, 5.793, -1.144], [0.169, -4.185, 7.757]], "mulliken_charge": [-0.657, -0.808, -0.913, -0.562, -0.618, -0.773, -0.691, -0.742, -0.710, 0.004, -0.618, -0.796, -0.816, -0.775, -0.815, 0.472, -0.405, 0.630, -0.724, -0.748, -0.713, 0.209, -0.753, 0.323, -0.192, -0.618, -0.201, 0.533, -0.213, 2.412, -0.113, 0.220, -0.341, 2.353, 0.100, 0.122, 2.231, 0.767, -0.384, -0.048, 0.397, -0.307, -0.065, -0.361, -0.402, -0.366, 0.163, 0.379, -0.457, -0.070, -0.037, 0.766, -0.300, -0.380, -0.204, 0.110, -0.249, 0.076, -0.406, -0.188, -0.117, -0.177, 1.014, -0.042, 0.349, -0.460, -0.440, 0.123, 0.115, 0.116, -0.132, -0.374, -0.183, -0.153, 0.063, 0.438, -0.089, -0.444, 0.529, -0.348, 0.583, 0.414, 0.450, 0.475, 0.830, 0.561, 0.521, 0.493, -0.331, -0.528, 0.366, -0.658, 0.648, 0.433, 0.574, -1.794, 0.382, 0.632, 0.381, 0.596, 0.414, 0.703, 0.664, 0.260, -0.151, 0.127, 0.181, -1.048, -0.274, -0.586, 0.223, -0.131, 0.436, -0.418, 0.183, 0.164, 0.079, 0.185, 0.091, -0.325, 0.185, 0.270, 0.118, 0.226, -0.034, 0.198, 0.181, 0.257, 0.068, 0.287, -0.257, 0.124, -0.624, -0.074, -0.279, -0.072, 0.245, -0.466, -1.313, 0.149, 0.153, 0.094, 0.252, 0.266, 0.256, 0.203, 0.122, 0.151, -0.132, 0.127, 0.220, 0.128, 0.151, 0.123, -0.398, -0.496, -0.902, 0.047, 0.190, -0.108, -0.044, 0.164, -0.173, 0.041, 0.279, -0.355, 0.131, 0.130, -0.407, 0.372, -0.156, 0.254, 0.008, -0.292, -0.816, -0.112, 0.411, -0.397, 0.009, 0.323, 0.233, 0.207, 0.251, 0.062, 0.139, 0.230, 0.267, -0.242, 0.221, 0.259, 0.201, 0.298, -0.878, 0.094, -0.033, 0.140, 0.012, 0.050, 0.109, 0.218, -0.264, 0.113, 0.141, 0.154, 0.284, 0.046, 0.163, 0.198]}

3.
{"formula": "C26H14Cl5F6FeNO7PS3", "method": "ωB97M-V/def2-TZVPD", "spin_multiplicity": 2, "de_lowest_kcal_mol": 0.5, "elements": ["Fe", "Cl", "Cl", "Cl", "Cl", "Cl", "S", "S", "S", "P", "F", "F", "F", "F", "F", "F", "O", "O", "O", "O", "O", "O", "O", "N", "C", "C", "C", "C", "C", "C", "C", "C", "C", "C", "C", "C", "C", "C", "C", "C", "C", "C", "C", "C", "C", "C", "C", "C", "C", "C", "H", "H", "H", "H", "H", "H", "H", "H", "H", "H", "H", "H", "H", "H"], "xyz": [[0.154, 0.185, -0.308], [-1.634, -1.738, 1.436], [-3.271, -4.123, 0.459], [-1.528, -3.346, -4.553], [0.118, -0.977, -3.689], [-3.285, -4.911, -2.542], [1.900, -0.055, 2.302], [2.135, 1.368, -1.503], [-0.328, 1.657, 2.389], [-1.125, 1.550, -1.670], [2.407, -1.057, 4.649], [-2.792, 1.836, 3.165], [-1.810, 0.010, 3.795], [-1.340, 1.884, 4.775], [0.704, -1.956, 3.662], [2.711, -2.417, 2.989], [1.466, 1.926, -0.302], [1.384, -0.651, 1.066], [-0.183, 3.070, 2.361], [3.540, 1.537, -1.628], [1.650, -0.048, -1.534], [-0.882, 1.032, 1.169], [3.224, 0.455, 2.268], [0.855, 0.872, 3.013], [-0.052, 2.299, -2.940], [-2.572, 0.740, -2.403], [-2.642, 5.353, 0.437], [-3.919, -0.098, -4.212], [-0.753, -1.396, -1.111], [-2.294, -3.254, -0.657], [-1.323, 5.247, 0.023], [-1.654, 1.317, 3.619], [-4.464, -0.689, -1.948], [-1.516, -2.897, -2.892], [-1.759, 3.037, -0.832], [-2.841, 0.654, -3.763], [2.153, 2.796, -3.819], [-0.755, -1.812, -2.449], [1.346, 2.195, -2.869], [-2.299, -3.615, -1.997], [-3.523, 4.307, 0.208], [-0.610, 3.075, -3.947], [-0.880, 4.095, -0.605], [-4.728, -0.769, -3.310], [-1.522, -2.169, -0.241], [-3.389, 0.056, -1.498], [1.926, -1.468, 3.483], [-3.088, 3.155, -0.429], [0.198, 3.673, -4.906], [1.573, 3.522, -4.851], [-3.797, 2.363, -0.623], [2.202, 3.991, -5.595], [-3.163, 0.079, -0.437], [-5.081, -1.224, -1.238], [-0.253, 4.267, -5.690], [-2.983, 6.250, 0.936], [-1.681, 3.230, -3.976], [-4.110, -0.173, -5.274], [-0.627, 6.055, 0.205], [-5.556, -1.369, -3.666], [0.157, 4.018, -0.900], [-4.557, 4.387, 0.518], [-2.194, 1.131, -4.485], [3.226, 2.701, -3.730]], "mulliken_charge": [0.111, -0.145, -0.188, -0.185, -0.093, -0.191, 0.969, 1.368, 1.015, 2.258, -0.192, -0.190, -0.199, -0.212, -0.187, -0.193, -0.591, -0.661, -0.754, -0.693, -0.502, -0.139, -0.631, -0.456, -0.749, 0.579, -0.567, -0.852, -1.602, -0.326, -0.816, 0.542, -0.968, -0.293, 0.550, -0.854, -0.562, 1.928, 0.728, 0.485, -0.817, -0.539, -0.441, -0.824, 1.497, -0.398, 0.533, -0.440, -0.899, -0.730, 0.426, 0.419, 0.550, 0.443, 0.434, 0.403, 0.691, 0.426, 0.433, 0.430, 0.374, 0.446, 0.440, 0.604]}

In a.u., the total energy values for the records above are, in order, -7443.5462, -5857.3689, -7280.4082.